{"formula": "C3H13O4S", "method": "ωB97M-V with the def2-TZVPD basis set", "species": ["C", "O", "C", "C", "S", "H", "H", "H", "H", "H", "H", "H", "H", "H", "O", "H", "H", "O", "H", "H", "O"], "xyz": [[-1.00, -1.38, 1.21], [-1.77, -0.14, 0.91], [0.07, -1.64, 0.12], [1.26, -0.72, 0.42], [2.71, -0.96, -0.72], [-0.55, -1.31, 2.22], [-1.86, -2.13, 1.21], [-0.44, -1.28, -0.78], [0.35, -2.70, 0.09], [0.86, 0.31, 0.31], [1.70, -0.81, 1.41], [2.87, 0.31, -1.09], [-3.88, -0.23, -1.42], [-3.20, -0.83, -0.23], [-3.94, -0.99, -0.84], [0.05, 1.79, 1.91], [-1.15, 0.74, 0.96], [-0.26, 1.89, 1.01], [0.23, 3.22, -0.48], [0.64, 2.84, -1.84], [0.74, 3.58, -1.23]], "e_tot_ha": -821.2781, "fmax_ev_per_a": 2.5, "multiplicity": 1, "de_lowest_ev": 0.490, "homo_energy_ev": -4.84, "total_charge": -1}